Entry 1:
The following is a quantum chemistry calculation of a molecular structure, C35H30ClINNiOPSi, from OMol25.

```
! RIJCOSX wB97M-V def2-TZVPD def2/J DEFGRID3
* xyz 0 1
Ni -0.13 -0.10 0.42
Cl 6.65 0.32 -0.43
C 4.92 0.29 -0.67
C 4.41 0.56 -1.91
C 3.02 0.54 -2.13
I 2.26 0.99 -4.02
C 2.11 0.26 -1.12
O 0.82 0.25 -1.27
C 2.67 -0.02 0.17
N 1.78 -0.29 1.17
C 2.21 -0.55 2.38
C 3.58 -0.56 2.70
C 4.50 -0.29 1.73
C 4.06 -0.01 0.41
H 5.08 0.79 -2.72
H 1.46 -0.77 3.13
H 3.89 -0.78 3.71
H 5.55 -0.30 1.95
C -5.20 -0.75 2.43
C -5.23 -1.06 1.07
C -4.09 -1.51 0.43
C -2.88 -1.67 1.12
C -2.86 -1.34 2.48
C -4.01 -0.90 3.13
Si -1.27 -2.07 0.24
C -1.63 -2.69 -1.48
C -1.21 -1.99 -2.61
C -1.49 -2.47 -3.89
C -2.19 -3.66 -4.04
C -2.62 -4.36 -2.92
C -2.34 -3.88 -1.65
C -0.39 -3.42 1.20
C 0.98 -3.64 1.00
C 1.66 -4.64 1.68
C 0.98 -5.45 2.58
C -0.38 -5.25 2.80
C -1.06 -4.25 2.12
H -6.09 -0.40 2.93
H -6.16 -0.96 0.52
H -4.13 -1.75 -0.63
H -1.94 -1.45 3.04
H -3.97 -0.66 4.19
H -0.64 -1.07 -2.50
H -1.14 -1.93 -4.76
H -2.41 -4.04 -5.03
H -3.17 -5.29 -3.04
H -2.67 -4.45 -0.79
H 1.52 -3.01 0.30
H 2.72 -4.79 1.51
H 1.50 -6.23 3.12
H -0.92 -5.89 3.50
H -2.12 -4.10 2.30
C -2.67 2.46 1.36
P -1.25 1.86 0.39
C -1.58 2.56 -1.26
C 0.18 2.83 0.99
C 1.19 3.19 0.11
C 2.38 3.74 0.59
C 2.56 3.93 1.95
C 1.55 3.58 2.84
C 0.37 3.02 2.36
H -2.58 2.17 2.41
H -3.58 1.99 0.97
H -2.75 3.54 1.28
H -1.58 3.65 -1.23
H -2.55 2.19 -1.59
H -0.83 2.20 -1.96
H 1.08 3.01 -0.95
H 3.16 4.01 -0.11
H 3.48 4.36 2.32
H 1.68 3.73 3.90
H -0.40 2.73 3.07
*
```

energy relative to the best compared isomer or geometry (same formula, charge and spin): 32.5 kcal/mol
highest occupied orbital energy (spin up / spin down): -7.35 / -7.34 eV
electronic energy: -119153.082 eV
orbital gap (spin up / spin down): 6.500 / 6.527 eV

Atom charges from the Mulliken analysis, given in e for atoms 1 to 6: atom 1 (Ni): -0.21, atom 2 (Cl): -0.29, atom 3 (C): 0.59, atom 4 (C): -0.39, atom 5 (C): -0.05, atom 6 (I): -0.03

***

Entry 2:
The following is a quantum chemistry calculation of a molecular structure, C35H30HfN6O6Te, from OMol25.

```
! RIJCOSX wB97M-V def2-TZVPD def2/J DEFGRID3
* xyz 0 1
Hf -0.52 0.29 0.08
O 1.91 0.57 -3.42
C 0.95 0.70 -2.68
N 0.47 -0.23 -1.82
C 0.73 -1.55 -2.12
O 0.63 -2.05 -3.22
C 1.11 -2.38 -0.94
C 1.04 -3.77 -0.99
C 1.41 -4.49 0.13
C 1.94 -3.81 1.21
C 2.03 -2.42 1.15
N 1.59 -1.71 0.12
C 0.19 2.00 -2.68
C 0.25 2.78 -3.84
C -0.58 3.88 -3.94
C -1.45 4.15 -2.90
C -1.39 3.35 -1.77
N -0.58 2.30 -1.64
H 0.67 -4.24 -1.89
H 1.31 -5.57 0.15
H 2.24 -4.33 2.11
H 2.46 -1.85 1.96
H 0.93 2.48 -4.61
H -0.57 4.50 -4.83
H -2.14 4.98 -2.94
H -2.04 3.55 -0.92
O -0.14 -2.12 3.31
C -0.38 -1.63 2.23
O -0.02 -0.47 1.83
C -1.16 -2.47 1.21
C -1.61 -3.74 1.59
C -2.28 -4.51 0.67
C -2.52 -3.99 -0.62
C -3.22 -4.70 -1.61
C -3.43 -4.15 -2.85
C -2.96 -2.86 -3.13
C -2.28 -2.14 -2.19
C -2.03 -2.68 -0.91
N -1.33 -1.96 0.00
H -1.39 -4.07 2.59
H -2.63 -5.50 0.92
H -3.59 -5.68 -1.36
H -3.96 -4.71 -3.61
H -3.13 -2.45 -4.11
H -1.95 -1.13 -2.40
N 1.82 2.59 1.04
C 3.11 2.93 1.09
C 3.80 2.03 0.29
C 2.81 1.17 -0.20
N 1.61 1.51 0.26
H 1.04 3.06 1.54
H 3.46 3.75 1.68
H 4.85 2.00 0.10
H 2.95 0.34 -0.85
O -2.74 -0.14 1.14
C -3.13 0.39 0.09
O -2.36 0.58 -0.89
H -4.18 0.71 0.00
C 1.29 7.13 4.96
C 0.81 5.99 4.10
C 0.15 6.23 2.91
C -0.40 5.20 2.16
C -1.10 5.54 0.88
C -0.31 3.88 2.61
Te -1.56 2.28 1.74
C 0.42 3.63 3.79
C 0.58 2.23 4.31
C 0.97 4.68 4.50
H 1.17 8.08 4.44
H 2.34 7.00 5.22
H 0.71 7.16 5.88
H 0.02 7.25 2.57
H -1.11 6.61 0.71
H -2.13 5.18 0.93
H -0.61 5.05 0.04
H 1.02 1.57 3.57
H -0.41 1.83 4.55
H 1.19 2.22 5.21
H 1.51 4.47 5.42
*
```

energy relative to the best compared isomer or geometry (same formula, charge and spin): 36.2 kcal/mol
highest occupied orbital energy: -7.10 eV
electronic energy: -66614.001 eV
orbital gap: 6.347 eV

Atom charges from the Mulliken analysis, given in e for atoms 1 to 6: atom 1 (Hf): 2.40, atom 2 (O): -0.64, atom 3 (C): 0.04, atom 4 (N): 1.49, atom 5 (C): -0.43, atom 6 (O): -0.66

***

Entry 3:
The following is a quantum chemistry calculation of a molecular structure, C35H31AuBGeIN9, from OMol25.

```
! RIJCOSX wB97M-V def2-TZVPD def2/J DEFGRID3
* xyz 3 1
Au 0.35 1.19 0.58
C 1.98 4.09 3.13
C 0.86 3.33 2.85
N 1.24 2.20 2.24
N 2.60 2.24 2.06
C 3.05 3.37 2.61
B 3.39 1.12 1.32
N 3.31 1.43 -0.21
C 4.23 1.72 -1.14
C 3.60 1.96 -2.35
C 2.24 1.81 -2.08
N 2.08 1.51 -0.79
N 2.64 -0.23 1.55
C 3.13 -1.41 1.94
C 2.12 -2.36 1.84
C 1.01 -1.68 1.38
N 1.36 -0.39 1.22
N 4.79 1.01 1.81
C 5.85 0.33 1.26
C 6.87 0.38 2.16
C 6.34 1.09 3.26
N 5.09 1.44 3.07
H 2.02 5.02 3.67
H -0.18 3.52 3.09
H 4.10 3.61 2.60
H 5.28 1.75 -0.90
H 4.05 2.21 -3.29
H 1.39 1.92 -2.74
H 4.15 -1.51 2.26
H 2.18 -3.41 2.09
H 0.01 -2.04 1.18
H 5.81 -0.12 0.29
H 7.85 -0.07 2.07
H 6.83 1.33 4.20
I 0.62 6.81 -1.03
C -0.55 5.14 -0.62
C -1.94 5.17 -0.70
C -2.66 4.02 -0.42
C -1.99 2.87 -0.06
N -0.65 2.85 0.00
C 0.07 3.96 -0.26
H -2.45 6.08 -0.99
H -3.74 4.02 -0.47
H -2.52 1.95 0.18
H 1.15 3.89 -0.19
C -3.70 -1.81 -5.63
C -3.52 -3.08 -5.09
C -3.21 -3.22 -3.75
C -3.09 -2.07 -2.95
C -3.27 -0.79 -3.50
C -3.56 -0.67 -4.85
Ge -2.74 -2.32 -1.12
C -1.67 -3.77 -0.60
C -1.79 -4.29 0.70
C -1.01 -5.37 1.07
C -0.11 -5.92 0.15
C 0.00 -5.41 -1.14
C -0.78 -4.33 -1.53
C -3.55 -1.21 0.19
C -4.95 -1.13 0.16
C -5.63 -0.44 1.15
C -4.93 0.18 2.18
C -3.54 0.12 2.21
C -2.85 -0.57 1.23
H -3.95 -1.71 -6.68
H -3.63 -3.96 -5.71
H -3.08 -4.21 -3.33
H -3.18 0.09 -2.88
H -3.69 0.31 -5.28
H -2.49 -3.87 1.41
H -1.10 -5.80 2.06
H 0.50 -6.77 0.44
H 0.69 -5.86 -1.85
H -0.70 -3.94 -2.53
H -5.51 -1.61 -0.64
H -6.71 -0.39 1.13
H -5.46 0.70 2.96
H -2.99 0.59 3.02
H -1.76 -0.61 1.30
*
```

energy relative to the best compared isomer or geometry (same formula, charge and spin): 0.0 kcal/mol
highest occupied orbital energy: -15.98 eV
electronic energy: -119167.587 eV
orbital gap: 4.380 eV

Atom charges from the Mulliken analysis, given in e for atoms 1 to 6: atom 1 (Au): 0.36, atom 2 (C): -1.12, atom 3 (C): -0.35, atom 4 (N): -0.45, atom 5 (N): 0.54, atom 6 (C): 0.12

***

Entry 4:
The following is a quantum chemistry calculation of a molecular structure, C35H31BrIIrN5OS, from OMol25.

```
! RIJCOSX wB97M-V def2-TZVPD def2/J DEFGRID3
* xyz 1 1
Ir -1.07 -0.95 1.26
C -1.05 -4.28 -1.51
C 0.30 -4.34 -1.84
C 1.17 -3.40 -1.31
C 0.68 -2.42 -0.46
N -0.64 -2.40 -0.13
C -1.48 -3.30 -0.65
C 1.48 -1.34 0.14
C 2.82 -1.20 0.08
C 3.45 -0.20 0.92
C 2.72 0.69 1.60
C 1.24 0.81 1.38
N 0.71 -0.47 0.89
C 0.40 1.11 2.63
C 0.86 1.82 3.72
C -0.01 2.09 4.77
C -1.32 1.65 4.70
C -1.69 0.89 3.61
N -0.85 0.60 2.62
H -1.76 -4.99 -1.92
H 0.67 -5.10 -2.51
H 2.22 -3.42 -1.56
H -2.51 -3.21 -0.34
H 3.42 -1.89 -0.50
H 4.52 -0.22 1.02
H 3.18 1.43 2.23
H 1.88 2.16 3.73
H 0.34 2.65 5.63
H -2.03 1.86 5.48
H -2.68 0.46 3.53
O -3.09 -0.82 0.78
N -4.01 -1.46 1.53
C -5.31 -1.27 1.18
C -6.30 -1.90 1.89
C -5.95 -2.72 2.96
C -4.63 -2.89 3.29
C -3.63 -2.24 2.55
S -1.94 -2.37 2.86
H -5.45 -0.61 0.34
H -7.33 -1.74 1.60
H -6.72 -3.23 3.53
H -4.32 -3.52 4.11
C 3.32 4.48 3.43
N 3.03 3.67 2.26
C 4.07 3.83 1.26
C 1.72 4.03 1.73
C 1.27 3.31 0.47
C 1.04 4.16 -0.61
C 0.54 3.73 -1.82
C 0.24 2.39 -1.98
C 0.47 1.52 -0.92
C 0.98 1.93 0.31
H 4.28 4.19 3.86
H 2.54 4.35 4.19
H 3.36 5.56 3.19
H 5.04 3.55 1.69
H 4.14 4.87 0.90
H 3.87 3.18 0.40
H 1.71 5.10 1.50
H 0.98 3.89 2.52
H 1.26 5.21 -0.48
H 0.38 4.43 -2.63
H -0.16 2.01 -2.90
H 0.21 0.48 -1.08
Br -1.73 0.12 -6.04
C -0.74 -1.45 -6.38
C -1.08 -2.21 -7.49
C -0.39 -3.37 -7.78
C 0.66 -3.78 -6.96
C 1.00 -3.02 -5.86
C 0.31 -1.85 -5.56
I 0.89 -0.77 -3.88
H -1.90 -1.88 -8.12
H -0.66 -3.95 -8.65
H 1.21 -4.68 -7.19
H 1.82 -3.33 -5.22
*
```

energy relative to the best compared isomer or geometry (same formula, charge and spin): 34.4 kcal/mol
highest occupied orbital energy (spin up / spin down): -10.31 / -10.31 eV
electronic energy: -138107.832 eV
orbital gap (spin up / spin down): 7.022 / 7.021 eV

Atom charges from the Mulliken analysis, given in e for atoms 1 to 6: atom 1 (Ir): 0.59, atom 2 (C): -0.83, atom 3 (C): -0.39, atom 4 (C): -0.73, atom 5 (C): 0.81, atom 6 (N): 0.15

***

> Which value of energy relative to the best compared isomer or geometry (same formula, charge and spin) does entry 1 give?

32.5 kcal/mol

***

> Among the records above, which one has the lowest energy relative to the best compared isomer or geometry (same formula, charge and spin)?

C35H31AuBGeIN9